A single C5H10O molecule, computed with ωB97M-V/def2-TZVPD.

```
16
Properties=species:S:1:pos:R:3:nbo_charge:R:1
C -0.1340 -0.0317 -1.8909 -0.599
C 0.0862 -0.4578 -0.4409 -0.247
C 1.0188 0.4516 0.3772 -0.430
C 0.4360 0.3846 1.7916 -0.062
O -0.9454 0.1009 1.6544 -0.532
C -1.2229 -0.4261 0.3692 -0.061
H 0.7860 -0.0804 -2.4832 0.211
H -0.8749 -0.6789 -2.3755 0.210
H -0.5141 0.9968 -1.9398 0.204
H 0.4896 -1.4785 -0.4324 0.200
H 2.0599 0.1129 0.3514 0.216
H 0.9900 1.4777 -0.0076 0.202
H 0.5319 1.3320 2.3343 0.185
H 0.9239 -0.3978 2.3930 0.161
H -1.6605 -1.4288 0.4660 0.175
H -1.9692 0.2193 -0.1164 0.168
```

Calculated values
**LUMO energy**: 1.12 eV
**Frontier orbital gap**: 0.3894 hartree
**HOMO energy**: -9.5 eV
**Multiplicity**: 1
**Total energy**: -7394.2810 eV
**ΔE to the lowest compared entry with this formula, charge and spin**: 46.7 kJ/mol
**SMILES string**: C[C@H]1CCOC1